No. 1
ORCA calculation (wB97M-V/def2-TZVPD) on the molecule C7H7N7.

Structure (XYZ):
```
21
C7H7N7 (wB97M-V/def2-TZVPD)
C 3.432 0.393 0.018
C 0.158 -0.878 -0.041
C -1.265 -0.535 0.007
C -1.631 0.814 -0.027
C -2.994 1.105 -0.010
C -3.919 0.048 -0.015
C -3.445 -1.270 0.004
H 4.217 2.266 0.138
H 2.480 2.135 0.206
H 0.414 -1.955 -0.053
H -0.843 1.584 -0.027
H -3.346 2.114 -0.032
H -5.020 0.203 -0.135
H -4.151 -2.103 0.000
N 3.365 1.743 -0.046
N 4.501 -0.382 -0.023
N 4.043 -1.655 -0.024
N 2.780 -1.700 -0.009
N 2.329 -0.412 -0.001
N 1.036 0.040 0.026
N -2.140 -1.553 0.044
```

The HOMO-LUMO gap is 8.736 eV. As for the SMILES: Nc1nnnn1/N=C/c1ccccn1.



No. 2
ORCA calculation (wB97M-V/def2-TZVPD) on a structure of composition C23H26F5N5OS5V.

Structure (XYZ):
```
66
C23H26F5N5OS5V (wB97M-V/def2-TZVPD)
V -0.087 -0.254 -0.742
C -1.469 -0.692 4.743
C -2.000 -1.902 3.979
N -2.877 -1.564 2.868
C -4.246 -1.188 3.203
C -4.525 0.316 3.289
C -2.418 -1.374 1.569
S -0.789 -1.891 1.176
N -3.329 -0.916 0.740
C -3.049 -0.494 -0.509
O -1.789 -0.152 -0.874
C -4.077 -0.282 -1.466
C -3.762 0.181 -2.770
C -4.756 0.361 -3.715
C -6.097 0.099 -3.411
C -6.419 -0.351 -2.126
C -5.439 -0.540 -1.169
H -0.721 -1.004 5.480
H -2.269 -0.162 5.268
H -0.984 0.001 4.051
H -2.557 -2.561 4.653
H -1.163 -2.464 3.582
H -4.466 -1.652 4.168
H -4.912 -1.624 2.458
H -3.915 0.790 4.063
H -5.582 0.487 3.524
H -4.300 0.784 2.332
H -2.727 0.384 -3.011
H -4.490 0.709 -4.708
H -6.872 0.247 -4.155
H -7.456 -0.559 -1.877
H -5.688 -0.887 -0.174
N 1.564 0.065 0.662
N 1.988 1.409 0.713
C 1.997 2.152 1.803
N 2.395 3.445 1.576
S 1.529 1.621 3.332
H 1.329 -0.210 1.612
H 2.423 -0.455 0.405
H 2.241 1.768 -0.198
H 2.970 3.624 0.767
H 2.646 3.937 2.411
C 0.790 1.332 -4.953
C 0.774 0.514 -3.680
S 0.763 1.426 -2.163
C 0.753 -0.827 -3.682
C 0.709 -1.615 -4.976
S 0.846 -1.792 -2.202
H 1.193 2.325 -4.749
H -0.217 1.466 -5.365
H 1.408 0.865 -5.726
H 1.721 -1.849 -5.332
H 0.188 -1.067 -5.765
H 0.192 -2.561 -4.815
F 9.402 1.684 1.247
C 8.278 0.975 1.037
C 8.321 -0.392 0.896
F 9.512 -1.017 0.969
C 7.165 -1.115 0.690
F 7.308 -2.439 0.575
C 5.885 -0.542 0.605
S 4.462 -1.492 0.354
C 5.904 0.852 0.752
F 4.753 1.546 0.696
C 7.052 1.593 0.963
F 6.985 2.929 1.100
```

The HOMO-LUMO gap (alpha / beta) is 4.786 / 6.346 eV. The expectation value of S² is 3.796. As for the net charge: -2. Its spin multiplicity is 4.



No. 3
ORCA calculation (wB97M-V/def2-TZVPD) on the molecule C6H9N.

Structure (XYZ):
```
16
C6H9N (wB97M-V/def2-TZVPD)
C -0.180 -2.106 0.670
C 0.187 -0.747 0.149
C 1.433 -0.451 -0.332
N 1.398 0.891 -0.728
C 0.188 1.470 -0.380
C -0.576 0.429 0.117
C -2.034 0.672 0.340
H 0.363 -2.934 0.217
H -1.255 -2.235 0.628
H -0.063 -2.049 1.748
H 2.357 -0.957 -0.673
H 2.273 1.385 -0.810
H 0.045 2.485 -0.707
H -2.185 1.579 0.984
H -2.558 0.944 -0.584
H -2.601 -0.153 0.934
```

The HOMO-LUMO gap is 9.087 eV. As for the SMILES: Cc1c[nH]cc1C.



No. 4
ORCA calculation (wB97M-V/def2-TZVPD) on a structure of composition C48H71IrN7SbSi3.

Structure (XYZ):
```
131
C48H71IrN7SbSi3 (wB97M-V/def2-TZVPD)
Ir 0.306 0.478 0.047
C 3.400 -4.410 -0.817
C 3.563 -4.210 -2.303
C 4.679 -4.726 -2.963
C 4.853 -4.563 -4.326
C 3.909 -3.869 -5.076
C 2.800 -3.337 -4.444
C 2.634 -3.508 -3.072
N 1.473 -2.931 -2.442
C 1.489 -1.725 -1.832
N 2.715 -1.219 -1.612
C 3.068 0.095 -1.253
C 2.237 0.902 -0.491
C 2.717 2.151 -0.086
C 3.957 2.610 -0.493
C 4.762 1.792 -1.276
C 4.341 0.527 -1.661
C 5.242 -0.371 -2.474
N 0.378 -1.102 -1.470
C -0.840 -1.763 -1.867
C -1.504 -1.327 -3.012
C -2.653 -1.960 -3.460
C -3.154 -3.044 -2.751
C -2.485 -3.492 -1.625
C -1.313 -2.883 -1.172
C -0.554 -3.488 -0.015
H 3.775 -5.390 -0.524
H 2.357 -4.337 -0.511
H 3.968 -3.667 -0.249
H 5.414 -5.281 -2.391
H 5.724 -4.985 -4.811
H 4.035 -3.752 -6.144
H 2.047 -2.795 -5.007
H 0.567 -3.298 -2.693
H 3.468 -1.798 -1.957
H 2.119 2.775 0.570
H 4.309 3.584 -0.175
H 5.744 2.134 -1.579
H 6.133 0.169 -2.790
H 4.747 -0.750 -3.373
H 5.583 -1.235 -1.893
H -1.076 -0.506 -3.578
H -3.149 -1.621 -4.360
H -4.052 -3.549 -3.086
H -2.860 -4.361 -1.093
H -1.237 -3.880 0.741
H 0.122 -2.771 0.451
H 0.053 -4.331 -0.354
C -1.635 -1.745 3.085
Sb -1.860 -0.640 1.278
C 1.108 0.433 1.813
C 1.459 1.081 2.983
C 1.163 2.456 3.193
C 1.506 3.092 4.354
C 2.165 2.372 5.360
C 2.471 1.057 5.125
N 2.154 0.407 3.981
Si 2.923 -1.299 3.862
C 2.261 -2.200 5.339
C 2.510 -2.224 2.305
C 4.724 -0.904 3.872
C -3.341 0.922 1.447
C -2.741 2.164 0.837
C -3.545 3.307 0.684
C -3.007 4.496 0.247
C -1.649 4.552 -0.060
C -0.925 3.390 0.046
N -1.447 2.222 0.471
Si -4.843 0.280 0.404
C -4.353 0.605 -1.366
C -6.444 1.133 0.798
C -5.063 -1.550 0.678
Si -3.761 1.263 3.301
C -2.144 1.639 4.154
C -4.815 2.778 3.523
C -4.665 -0.190 4.024
H -0.632 -2.172 3.067
H -2.376 -2.542 3.115
H -1.753 -1.090 3.944
H 0.633 2.974 2.405
H 1.269 4.138 4.501
H 2.448 2.830 6.298
H 3.010 0.478 5.866
H 1.442 -2.856 5.036
H 1.890 -1.545 6.129
H 3.037 -2.835 5.777
H 2.579 -3.292 2.539
H 3.243 -1.990 1.527
H 1.515 -2.023 1.904
H 5.074 -0.415 4.783
H 4.946 -0.247 3.025
H 5.306 -1.822 3.745
H -4.593 3.247 0.945
H -3.632 5.376 0.156
H -1.173 5.473 -0.369
H 0.125 3.369 -0.222
H -4.386 1.676 -1.594
H -5.032 0.094 -2.056
H -3.341 0.232 -1.564
H -6.452 2.194 0.538
H -6.718 1.031 1.850
H -7.237 0.653 0.215
H -4.308 -2.140 0.150
H -6.040 -1.854 0.289
H -5.041 -1.820 1.737
H -1.784 2.614 3.812
H -1.355 0.908 3.964
H -2.288 1.707 5.237
H -4.269 3.701 3.315
H -5.103 2.805 4.579
H -5.736 2.778 2.940
H -4.204 -1.160 3.844
H -5.692 -0.227 3.647
H -4.729 -0.052 5.108
N -0.144 3.546 -5.153
C -1.216 2.550 -4.779
C -1.230 2.380 -3.264
N 0.070 2.027 -2.702
C 1.112 2.963 -3.113
C 1.208 3.129 -4.623
H -0.387 4.457 -4.757
H -0.110 3.674 -6.165
H -0.965 1.622 -5.290
H -2.166 2.920 -5.160
H -1.969 1.622 -3.006
H -1.559 3.316 -2.799
H 0.334 1.074 -2.938
H 2.078 2.637 -2.729
H 0.898 3.937 -2.658
H 1.452 2.187 -5.112
H 1.935 3.883 -4.917
```

The HOMO-LUMO gap (alpha / beta) is 7.190 / 6.221 eV. The expectation value of S² is 8.795. As for the net charge: +3. Its spin multiplicity is 6.



No. 5
ORCA calculation (wB97M-V/def2-TZVPD) on a structure of composition C4H2O2Yb.

Structure (XYZ):
```
9
C4H2O2Yb (wB97M-V/def2-TZVPD)
O 0.809 -1.980 -2.334
C 1.348 -1.533 -1.451
C 1.466 -1.197 0.642
C 2.322 -1.090 -0.408
H 3.053 -0.333 -0.707
H 2.430 -1.419 1.306
O -2.085 1.074 0.245
C -2.808 1.530 -0.502
Yb -0.387 0.076 1.693
```

The HOMO-LUMO gap is 8.197 eV. As for the net charge: +2.



No. 6
ORCA calculation (wB97M-V/def2-TZVPD) on a cluster of 2 separate species, CH2N2OS2 in total.

Structure (XYZ):
```
8
CH2N2OS2 (wB97M-V/def2-TZVPD)
C 0.192 0.070 0.036
N -2.636 -0.682 0.395
N -0.861 0.497 0.689
O -3.361 -0.533 1.253
S 1.653 0.596 0.523
S -0.121 -0.868 -1.371
H -0.887 0.757 1.650
H 0.962 -0.420 -2.018
```

The HOMO-LUMO gap (alpha / beta) is 7.253 / 6.430 eV.



No. 7
ORCA calculation (wB97M-V/def2-TZVPD) on a structure of composition C24H21LiN4O4.

Structure (XYZ):
```
54
C24H21LiN4O4 (wB97M-V/def2-TZVPD)
Li -2.332 0.044 -0.580
C -2.972 -3.086 -0.800
O -1.942 -2.069 -0.983
C -0.665 -2.492 -1.190
C -0.211 -3.826 -1.306
C 0.969 -4.061 -1.970
C 1.849 -2.979 -2.344
C 1.478 -1.688 -1.996
C 0.173 -1.432 -1.601
N -0.426 -0.164 -1.606
N 0.395 0.774 -1.990
C -0.017 2.038 -2.132
C -1.391 2.416 -1.919
O -2.361 1.677 -1.769
C -1.548 3.854 -2.008
C -0.600 4.725 -2.409
C 0.722 4.348 -2.709
C 1.684 5.200 -3.277
C 2.979 4.815 -3.319
C 3.358 3.507 -2.975
C 2.391 2.599 -2.490
C 1.071 2.993 -2.375
H -3.962 -2.584 -0.799
H -2.801 -3.621 0.145
H -2.829 -3.894 -1.530
H -0.890 -4.608 -0.989
H 1.063 -5.091 -2.318
H 2.691 -3.263 -2.937
H 2.156 -0.814 -2.187
H -2.543 4.223 -1.631
H -0.829 5.744 -2.365
H 1.473 6.241 -3.450
H 3.704 5.462 -3.798
H 4.383 3.184 -3.210
H 2.660 1.591 -2.220
O 2.276 -3.150 4.973
C 1.043 -2.502 4.853
N 1.352 -1.042 4.784
C 0.972 -0.249 3.695
O 1.686 0.657 3.291
C -0.416 -0.394 3.275
C -1.473 -0.882 4.074
C -2.790 -0.576 3.634
C -3.000 -0.049 2.387
N -1.979 0.152 1.523
C -0.784 0.131 2.018
H 2.189 -4.072 5.241
H 0.326 -2.721 5.662
H 0.537 -2.707 3.885
H 2.252 -0.791 5.169
H -1.404 -1.376 5.008
H -3.673 -0.881 4.200
H -4.022 0.171 2.026
H 0.029 0.522 1.342
```

The HOMO-LUMO gap is 6.038 eV.



No. 8
ORCA calculation (wB97M-V/def2-TZVPD) on a cluster of 2 separate species, C2H7N3S2 in total.

Structure (XYZ):
```
14
C2H7N3S2 (wB97M-V/def2-TZVPD)
C -2.548 1.179 -0.265
C 0.937 -0.640 -0.080
N -2.379 1.272 -1.395
N -2.711 1.045 0.976
N 1.796 -1.676 -0.180
S 1.622 0.849 0.296
S 3.608 0.561 0.259
H 0.050 -0.995 0.493
H -2.466 1.497 -2.409
H -2.277 1.758 1.521
H -3.236 0.329 1.500
H 3.596 -0.829 0.155
H 2.382 -1.732 -1.087
H 1.625 -2.616 0.216
```

The HOMO-LUMO gap (alpha / beta) is 7.901 / 7.902 eV. As for the net charge: +2.



No. 9
ORCA calculation (wB97M-V/def2-TZVPD) on the molecule C4H6S.

Structure (XYZ):
```
11
C4H6S (wB97M-V/def2-TZVPD)
C 1.867 -1.676 -0.010
C 1.108 -0.742 0.558
C -1.181 0.618 -0.383
C -1.784 1.782 -0.172
H 2.136 -1.628 -1.058
H 2.266 -2.464 0.676
H 0.811 -0.788 1.590
H -1.693 -0.314 -0.492
H -2.913 1.870 -0.210
H -1.204 2.714 -0.108
S 0.588 0.628 -0.390
```

The HOMO-LUMO gap is 9.475 eV. As for the SMILES: C=CSC=C.



No. 10
ORCA calculation (wB97M-V/def2-TZVPD) on a structure of composition C17H37IN2OS5Tl.

Structure (XYZ):
```
64
C17H37IN2OS5Tl (wB97M-V/def2-TZVPD)
Tl 8.642 8.158 9.722
C 9.410 11.629 9.942
C 10.832 11.434 9.356
S 11.076 9.713 8.722
C 10.759 9.784 6.960
C 9.378 10.124 6.467
S 8.176 8.867 7.031
C 6.629 9.784 6.978
C 5.512 9.250 7.863
S 6.014 9.051 9.614
C 6.358 10.793 10.190
C 7.187 10.805 11.475
S 8.962 10.444 11.211
H 8.703 11.565 9.145
H 9.406 12.643 10.359
H 11.635 11.569 10.078
H 11.021 12.212 8.593
H 11.110 8.782 6.653
H 11.466 10.506 6.492
H 9.390 10.164 5.370
H 9.052 11.099 6.866
H 6.276 9.767 5.946
H 6.775 10.885 7.168
H 5.244 8.261 7.565
H 4.655 9.948 7.774
H 5.415 11.246 10.448
H 6.854 11.310 9.408
H 6.903 9.984 12.126
H 7.024 11.756 12.012
I 9.160 4.359 10.213
C 9.768 6.208 9.052
H 9.491 5.988 8.044
H 10.877 6.330 9.169
N 13.725 6.932 13.901
C 13.898 6.566 12.422
C 12.620 6.918 11.670
N 12.235 8.338 11.840
C 12.131 8.645 13.277
C 13.323 8.348 14.113
H 14.598 6.765 14.413
H 13.035 6.299 14.365
H 14.226 5.545 12.372
H 14.731 7.196 12.071
H 11.795 6.314 12.028
H 12.792 6.701 10.586
H 12.941 8.915 11.362
H 11.254 8.081 13.603
H 11.866 9.696 13.440
H 13.121 8.496 15.186
H 14.170 8.970 13.829
O 8.286 7.290 11.944
S 7.287 7.437 13.117
C 8.040 6.544 14.526
C 7.542 5.134 14.414
C 6.053 5.278 14.182
C 6.021 6.179 12.914
H 7.659 7.025 15.428
H 9.116 6.657 14.472
H 7.724 4.565 15.344
H 8.045 4.579 13.589
H 5.485 5.776 15.011
H 5.600 4.336 13.929
H 5.074 6.671 12.823
H 6.332 5.636 12.038
```

The HOMO-LUMO gap is 7.137 eV. As for the net charge: +3.



No. 11
ORCA calculation (wB97M-V/def2-TZVPD) on a cluster of 10 separate species, C20H60O10 in total.

Structure (XYZ):
```
90
C20H60O10 (wB97M-V/def2-TZVPD)
C -0.678 -0.110 0.585
C 0.313 -1.211 0.171
O 0.516 -1.156 -1.233
H -0.111 0.811 0.718
H -1.145 -0.264 1.558
H -1.448 -0.087 -0.187
H 0.171 -2.242 0.496
H 1.298 -0.932 0.546
H 1.112 -1.861 -1.493
C -0.552 -4.199 3.383
C -0.540 -5.727 3.676
O 0.609 -6.381 3.206
H 0.082 -3.959 2.530
H -0.026 -3.781 4.242
H -1.519 -3.697 3.363
H -1.508 -6.011 3.264
H -0.729 -5.903 4.736
H 0.796 -7.032 3.887
C -3.843 1.914 0.692
C -4.478 2.085 2.065
O -4.031 1.007 2.792
H -4.428 1.110 0.245
H -2.778 1.688 0.758
H -4.072 2.796 0.096
H -5.565 2.102 1.987
H -4.130 2.995 2.555
H -4.383 0.150 2.541
C 4.576 1.198 1.928
C 3.922 0.455 0.781
O 4.964 0.157 -0.146
H 5.341 0.547 2.351
H 3.903 1.325 2.776
H 4.969 2.169 1.626
H 3.125 0.969 0.244
H 3.487 -0.458 1.189
H 4.636 0.062 -1.043
C 2.952 2.951 -2.421
C 3.767 1.814 -2.891
O 3.277 0.544 -2.438
H 3.260 3.875 -2.911
H 2.933 3.002 -1.332
H 1.910 2.822 -2.714
H 4.793 1.873 -2.528
H 3.724 1.817 -3.981
H 2.346 0.771 -2.382
C 1.784 3.313 1.879
C 0.263 3.572 2.150
O -0.167 2.616 3.070
H 2.119 3.926 1.042
H 1.975 2.283 1.576
H 2.396 3.440 2.771
H -0.325 3.571 1.232
H 0.129 4.518 2.674
H -0.971 2.903 3.510
C 0.290 2.219 -5.223
C -0.186 1.059 -4.390
O -0.076 1.226 -2.988
H -0.092 3.227 -5.058
H 0.346 1.965 -6.281
H 1.365 2.292 -5.060
H 0.396 0.177 -4.655
H -1.239 0.922 -4.635
H 0.012 0.392 -2.522
C -4.910 0.728 -3.051
C -4.634 -0.530 -2.144
O -5.709 -0.630 -1.190
H -5.855 0.690 -3.593
H -4.115 0.778 -3.795
H -4.793 1.616 -2.431
H -3.681 -0.454 -1.619
H -4.662 -1.444 -2.738
H -6.515 -0.969 -1.588
C 3.679 -2.467 -5.019
C 2.480 -2.997 -4.238
O 2.553 -4.371 -4.272
H 4.647 -2.896 -4.762
H 3.908 -1.427 -4.788
H 3.407 -2.646 -6.060
H 1.501 -2.599 -4.504
H 2.605 -2.664 -3.207
H 2.432 -4.587 -5.199
C -1.963 -1.139 6.583
C -1.919 -0.027 5.524
O -1.564 -0.643 4.310
H -2.231 -0.847 7.598
H -0.965 -1.576 6.606
H -2.745 -1.804 6.215
H -1.318 0.787 5.928
H -2.900 0.428 5.385
H -1.573 0.070 3.667
```

The HOMO-LUMO gap is 10.282 eV. As for the SMILES: CCO.CCO.CCO.CCO.CCO.CCO.CCO.CCO.CCO.CCO.



| no. | E (Eh) |
| --- | --- |
| 1 | -654.1764 |
| 2 | -4675.4627 |
| 3 | -288.7531 |
| 4 | -3467.1753 |
| 5 | -1461.9616 |
| 6 | -1020.2825 |
| 7 | -1454.6584 |
| 8 | -1040.3158 |
| 9 | -554.1339 |
| 10 | -3314.8416 |
| 11 | -1550.2229 |